Record 1
Density functional theory data (ωB97M-V with the def2-TZVPD basis set) for a 5-piece molecular cluster, C25H41N2O9S overall.

Its net charge is +1. For the calculated total energy, the calculation gives -2161.84673 Eh. The largest force on an atom is 2.607 eV Å⁻¹.

Last column: Löwdin charge in e.
CARTESIAN COORDINATES (ANGSTROEM)
C  4.374  1.870  -0.303  -0.087
O  3.166  1.703  -1.026  -0.158
C  2.082  1.327  -0.216  -0.184
C  0.789  1.518  -1.005  -0.212
C  0.127  0.186  -1.369  -0.096
N  -0.676  -0.049  -0.161  0.146
C  -0.942  1.030  0.469  -0.013
C  -0.376  2.221  -0.260  -0.677
S  -1.792  2.576  -1.452  0.868
N  -0.063  3.291  0.619  0.096
C  0.757  4.213  0.266  -0.368
C  0.656  4.995  -1.027  -0.016
C  1.872  4.643  1.169  -0.021
H  4.208  2.001  0.768  0.087
H  5.023  1.002  -0.435  0.090
H  4.900  2.740  -0.691  0.091
H  2.172  0.266  0.051  0.120
H  2.054  1.891  0.720  0.113
H  0.969  2.112  -1.902  0.145
H  -0.396  0.156  -2.321  0.090
H  0.853  -0.622  -1.453  0.134
H  -0.984  -0.987  0.140  0.114
H  -1.528  1.022  1.381  0.134
H  -2.787  2.546  -0.553  -0.113
H  1.409  5.778  -1.053  0.083
H  0.756  4.369  -1.912  0.077
H  -0.335  5.445  -1.030  0.091
H  2.791  4.491  0.602  0.094
H  1.776  5.717  1.349  0.094
H  1.854  4.116  2.116  0.082
O  -0.026  -0.643  -4.128  0.093
C  -0.717  -0.339  -5.065  -0.473
O  -2.049  -0.192  -4.955  0.031
C  -2.630  0.064  -6.252  -0.139
C  -1.487  0.614  -7.093  -0.146
C  -0.281  -0.111  -6.496  -0.065
H  -3.022  -0.876  -6.643  0.130
H  -3.451  0.766  -6.139  0.126
H  -1.623  0.451  -8.159  0.120
H  -1.388  1.688  -6.928  0.119
H  -0.108  -1.081  -6.964  0.137
H  0.628  0.483  -6.530  0.128
O  3.698  -5.553  2.202  0.139
C  3.290  -4.620  1.583  -0.482
O  2.374  -3.748  2.086  0.024
C  1.994  -2.797  1.083  -0.172
C  3.144  -2.784  0.082  -0.159
C  3.642  -4.226  0.159  -0.066
H  1.056  -3.123  0.632  0.107
H  1.839  -1.827  1.556  0.109
H  2.843  -2.469  -0.917  0.110
H  3.929  -2.107  0.425  0.115
H  3.104  -4.884  -0.525  0.135
H  4.711  -4.312  -0.008  0.127
O  -2.854  0.438  3.354  0.099
C  -1.846  0.423  4.006  -0.487
O  -0.715  -0.163  3.550  -0.004
C  0.307  -0.132  4.574  -0.134
C  -0.099  1.010  5.496  -0.140
C  -1.625  0.975  5.396  -0.058
H  0.314  -1.098  5.080  0.134
H  1.274  0.024  4.105  0.124
H  0.283  0.898  6.508  0.122
H  0.272  1.956  5.100  0.119
H  -2.069  0.287  6.116  0.139
H  -2.077  1.957  5.494  0.131
O  -1.316  -2.692  0.192  0.075
C  -2.392  -2.958  0.684  -0.458
O  -2.992  -4.130  0.524  0.069
C  -4.302  -4.096  1.142  -0.119
C  -4.221  -2.976  2.172  -0.130
C  -3.234  -2.018  1.507  -0.076
H  -5.041  -3.899  0.365  0.132
H  -4.508  -5.068  1.582  0.131
H  -5.185  -2.532  2.407  0.124
H  -3.792  -3.357  3.100  0.125
H  -3.733  -1.312  0.837  0.144
H  -2.624  -1.481  2.221  0.088

=====

Record 2
Density functional theory data (ωB97M-V with the def2-TZVPD basis set) for a 8-piece molecular cluster, C24H56N8O8 overall.

As for the SMILES: CNC(C)=O.CNC(C)=O.CNC(C)=O.CNC(C)=O.CNC(C)=O.CNC(C)=O.CNC(C)=O.CNC(C)=O. Its net charge is 0. For the calculated total energy, the calculation gives -1987.76271 Eh. The largest force on an atom is 12.247 eV Å⁻¹.

Last column: Löwdin charge in e.
CARTESIAN COORDINATES (ANGSTROEM)
C  -1.702  0.299  -1.235  -0.042
N  -1.042  0.464  0.034  0.005
C  -0.113  -0.398  0.462  -0.550
C  0.728  0.223  1.575  0.031
O  0.194  -1.479  0.014  0.031
H  -1.214  0.972  -1.937  0.067
H  -2.772  0.758  -1.018  0.096
H  -2.029  -0.656  -1.550  0.079
H  -0.966  1.278  0.543  0.048
H  1.056  -0.556  2.250  0.085
H  0.290  1.177  2.006  0.084
H  1.643  0.512  1.087  0.070
C  0.803  3.093  -1.990  -0.102
N  2.237  3.267  -1.814  -0.063
C  3.064  2.221  -1.589  -0.552
C  4.514  2.439  -1.107  0.020
O  2.614  1.070  -1.615  -0.003
H  0.298  4.165  -2.089  0.115
H  0.395  2.293  -1.187  0.101
H  0.805  2.420  -3.049  0.124
H  2.752  4.330  -1.800  0.234
H  5.072  3.093  -1.848  0.106
H  4.868  1.498  -1.384  0.050
H  4.560  2.702  -0.081  0.073
C  -2.830  -2.358  2.063  -0.062
N  -3.430  -1.307  1.260  -0.017
C  -4.689  -0.971  0.983  -0.553
C  -5.171  0.137  0.080  0.004
O  -5.603  -1.606  1.537  -0.007
H  -3.666  -3.128  2.365  0.127
H  -2.262  -1.880  3.024  0.120
H  -1.911  -2.669  1.453  0.067
H  -2.723  -0.642  0.860  0.104
H  -5.173  0.051  -0.840  -0.039
H  -4.600  1.023  0.536  0.090
H  -6.363  0.489  0.421  0.179
C  -3.340  3.697  -0.606  -0.020
N  -2.196  4.535  -0.255  -0.014
C  -1.282  4.297  0.693  -0.540
C  -0.340  5.529  1.106  0.019
O  -1.220  3.256  1.299  0.022
H  -4.322  4.113  -1.000  0.138
H  -3.358  3.259  0.341  0.058
H  -2.761  3.108  -1.146  0.016
H  -2.130  5.535  -0.609  0.165
H  -0.335  5.624  2.219  0.090
H  -0.729  6.429  0.800  0.018
H  0.728  5.520  0.704  0.094
C  4.008  -0.249  -4.623  -0.129
N  2.612  -0.022  -4.460  -0.007
C  1.650  -0.500  -5.303  -0.593
C  0.261  -0.180  -4.891  0.004
O  1.829  -1.144  -6.269  0.100
H  4.296  0.173  -3.738  0.011
H  4.522  0.532  -5.356  0.097
H  4.619  -1.174  -5.247  0.176
H  2.327  0.679  -3.744  0.110
H  0.156  -0.447  -3.873  0.062
H  -0.408  -0.804  -5.370  0.066
H  0.072  0.836  -5.031  0.064
C  -0.944  2.738  4.700  -0.030
N  -1.026  2.325  6.158  0.036
C  -2.127  2.432  6.917  -0.577
C  -2.164  1.756  8.247  -0.017
O  -3.172  2.993  6.561  0.015
H  -0.303  3.644  4.630  0.092
H  -1.874  2.709  4.178  0.079
H  -0.191  2.250  4.232  0.014
H  -0.132  2.077  6.519  0.123
H  -1.292  1.967  8.711  0.022
H  -2.555  0.653  8.245  0.131
H  -2.952  2.318  8.829  0.102
C  3.249  -2.176  -1.669  -0.038
N  3.249  -3.651  -1.850  0.033
C  4.183  -4.418  -1.538  -0.623
C  3.865  -5.964  -1.472  0.023
O  5.269  -4.163  -1.060  0.027
H  3.591  -1.571  -2.464  0.020
H  3.707  -1.913  -0.692  0.099
H  2.190  -1.692  -1.577  0.094
H  2.384  -4.133  -2.191  0.170
H  3.254  -6.214  -2.260  0.035
H  3.266  -6.155  -0.686  0.023
H  4.798  -6.528  -1.617  0.096
C  -2.074  -4.519  -1.262  -0.047
N  -0.831  -4.210  -0.511  0.000
C  -0.251  -5.018  0.306  -0.573
C  1.115  -4.441  0.951  0.012
O  -0.739  -6.094  0.619  0.026
H  -2.146  -4.890  -2.308  0.088
H  -2.747  -3.736  -1.146  0.033
H  -2.540  -5.337  -0.600  0.107
H  -0.684  -3.209  -0.268  0.087
H  1.755  -3.683  0.355  0.074
H  1.775  -5.296  1.242  0.084
H  0.803  -3.776  1.710  0.034

=====

Record 3
Density functional theory data (ωB97M-V with the def2-TZVPD basis set) for a 13-piece molecular cluster, H26O13 overall.

Its net charge is 0. For the calculated total energy, the calculation gives -993.68120 Eh. The largest force on an atom is 2.933 eV Å⁻¹.

Last column: natural (NBO) charge in e.
CARTESIAN COORDINATES (ANGSTROEM)
O  -1.751  2.113  -1.273  -0.992
H  -1.303  1.299  -1.089  0.481
H  -1.672  2.602  -0.457  0.477
O  4.216  0.648  -0.727  -0.971
H  4.904  0.267  -1.221  0.458
H  3.478  0.055  -0.664  0.490
O  -1.293  -2.509  -1.898  -0.932
H  -1.157  -1.615  -2.091  0.469
H  -1.574  -2.852  -2.749  0.462
O  -0.407  -0.014  -0.544  -0.979
H  -0.611  -0.306  0.312  0.474
H  0.520  -0.118  -0.565  0.496
O  1.503  2.330  -2.216  -0.974
H  1.852  1.505  -2.639  0.486
H  2.181  2.696  -1.716  0.460
O  0.562  -2.221  1.470  -0.985
H  -0.336  -1.906  1.449  0.491
H  0.722  -2.375  2.375  0.488
O  -1.907  -1.097  1.567  -0.980
H  -2.311  -1.913  1.822  0.483
H  -2.345  -0.990  0.718  0.508
O  -2.472  2.344  1.519  -0.968
H  -3.201  1.851  1.076  0.478
H  -1.712  1.789  1.754  0.493
O  0.207  1.200  2.259  -0.945
H  0.353  2.095  2.647  0.491
H  1.130  0.932  2.383  0.489
O  -3.414  -0.448  -0.566  -0.939
H  -2.992  -0.134  -1.361  0.493
H  -3.915  0.324  -0.352  0.474
O  0.044  -0.609  4.010  -0.961
H  0.348  0.097  4.568  0.454
H  -0.055  -0.091  3.230  0.476
O  2.246  0.015  -3.305  -0.926
H  1.448  -0.547  -3.344  0.479
H  2.952  -0.616  -3.113  0.477
O  2.025  -0.912  -0.485  -0.987
H  2.036  -1.621  -1.142  0.487
H  1.702  -1.266  0.372  0.525

=====

Record 4
Density functional theory data (ωB97M-V with the def2-TZVPD basis set) for C32H26AsCrN3O7S6 as an isolated structure.

The spin multiplicity is 4. Its net charge is -1. For the calculated total energy, the calculation gives -7595.53390 Eh. The largest force on an atom is 0.522 eV Å⁻¹.

Last column: Mulliken spin population.
CARTESIAN COORDINATES (ANGSTROEM)
Cr  -0.541  0.127  -0.007  3.097
S  -2.881  -0.317  -0.182  -0.099
C  -3.294  -1.845  0.588  -0.002
C  -4.493  -2.464  0.207  0.004
C  -4.898  -3.649  0.787  -0.003
C  -4.123  -4.267  1.765  0.004
C  -2.934  -3.675  2.147  -0.005
C  -2.523  -2.480  1.564  0.029
As  -0.885  -1.605  2.037  0.001
C  -1.154  -1.190  3.922  -0.004
C  -1.724  0.046  4.219  -0.002
C  -1.973  0.411  5.535  0.001
C  -1.649  -0.458  6.568  -0.001
C  -1.086  -1.693  6.280  0.000
C  -0.841  -2.059  4.963  -0.003
C  0.404  -3.038  2.069  -0.002
C  0.281  -4.091  1.167  -0.002
C  1.300  -5.029  1.059  0.001
C  2.438  -4.922  1.851  -0.001
C  2.561  -3.870  2.747  0.001
C  1.547  -2.929  2.856  0.002
H  -5.094  -1.999  -0.565  -0.001
H  -5.826  -4.107  0.466  0.000
H  -4.439  -5.202  2.211  0.000
H  -2.307  -4.148  2.896  -0.001
H  -1.986  0.723  3.414  0.008
H  -2.419  1.374  5.751  0.000
H  -1.839  -0.174  7.595  0.000
H  -0.839  -2.377  7.082  0.000
H  -0.401  -3.025  4.748  -0.001
H  -0.585  -4.160  0.520  -0.001
H  1.213  -5.825  0.331  0.000
H  3.237  -5.647  1.754  0.000
H  3.452  -3.772  3.356  0.000
H  1.686  -2.068  3.504  0.000
O  1.113  -2.978  -2.241  0.001
S  -0.218  -2.512  -1.971  -0.005
O  -1.236  -3.531  -1.841  0.000
O  -0.242  -1.665  -0.717  -0.047
C  -0.737  -1.419  -3.284  0.005
C  -2.005  -1.685  -3.786  0.003
C  -2.531  -0.926  -4.818  -0.002
C  -1.783  0.110  -5.349  0.000
C  -0.525  0.387  -4.838  0.000
C  0.020  -0.363  -3.803  0.008
S  1.639  0.204  -3.216  -0.002
O  2.634  -0.648  -3.828  0.002
O  1.674  1.593  -3.641  0.002
O  1.567  0.080  -1.758  -0.018
H  -2.569  -2.496  -3.349  0.001
H  -3.524  -1.141  -5.192  0.000
H  -2.182  0.723  -6.148  0.000
H  0.051  1.221  -5.213  0.000
C  2.918  -1.657  -0.007  0.001
C  2.623  -0.519  0.902  0.025
N  1.524  0.183  1.007  -0.061
C  1.600  1.118  2.015  0.030
C  2.769  1.141  2.704  0.001
S  3.813  -0.049  2.061  0.003
C  0.454  2.002  2.193  0.006
C  0.349  3.057  3.038  -0.001
S  -1.145  3.842  2.783  0.002
C  -1.573  2.704  1.576  0.003
N  -0.646  1.796  1.383  -0.037
C  -2.864  2.841  0.853  0.001
H  2.027  -2.260  -0.155  0.004
H  3.720  -2.268  0.407  0.000
H  3.190  -1.288  -0.996  0.001
H  3.056  1.794  3.510  -0.001
H  1.074  3.411  3.749  0.000
H  -3.464  3.633  1.299  0.001
H  -3.407  1.896  0.873  -0.001
H  -2.674  3.073  -0.197  0.001
O  -0.850  3.659  -2.567  0.027
S  -0.171  2.681  -1.721  0.054
N  -0.932  1.446  -1.395  -0.028

=====

Record 5
Density functional theory data (ωB97M-V with the def2-TZVPD basis set) for a 2-piece molecular cluster, C34H31FNO6PS2 overall.

As for the SMILES: CCOC(=O)C=P(c1ccccc1)(c1ccccc1)c1ccccc1.O=S(=O)(c1ccccc1)N(F)S(=O)(=O)c1ccccc1. Its net charge is 0. For the calculated total energy, the calculation gives -3057.86179 Eh. The largest force on an atom is 2.199 eV Å⁻¹.

Last column: Löwdin charge in e.
CARTESIAN COORDINATES (ANGSTROEM)
C  3.934  1.106  6.301  -0.076
C  2.476  1.439  6.532  -0.254
O  1.751  0.216  6.708  -0.046
C  0.426  0.440  6.974  -0.604
O  -0.016  1.557  7.278  0.015
C  -0.309  -0.783  6.816  -0.195
P  -1.981  -0.876  7.228  1.021
C  -2.360  -0.255  8.871  -0.299
C  -3.182  0.867  9.042  -0.060
C  -3.443  1.341  10.330  -0.070
C  -2.856  0.730  11.442  -0.076
C  -2.000  -0.364  11.266  -0.075
C  -1.752  -0.862  9.985  -0.086
C  -2.920  0.062  6.016  -0.300
C  -4.325  0.034  6.026  -0.087
C  -5.026  0.756  5.058  -0.081
C  -4.341  1.492  4.085  -0.089
C  -2.940  1.509  4.077  -0.061
C  -2.231  0.781  5.033  -0.054
C  -2.581  -2.580  7.140  -0.281
C  -3.223  -3.208  8.220  -0.072
C  -3.622  -4.544  8.120  -0.073
C  -3.398  -5.258  6.934  -0.078
C  -2.786  -4.626  5.848  -0.077
C  -2.375  -3.294  5.944  -0.069
H  4.467  2.019  6.020  0.059
H  4.391  0.715  7.219  0.079
H  4.058  0.363  5.504  0.080
H  2.357  2.067  7.425  0.123
H  2.055  1.973  5.664  0.123
H  0.267  -1.689  6.700  0.067
H  -3.610  1.362  8.170  0.104
H  -4.101  2.200  10.456  0.106
H  -3.055  1.113  12.445  0.105
H  -1.519  -0.833  12.125  0.106
H  -1.090  -1.721  9.844  0.119
H  -4.854  -0.546  6.785  0.116
H  -6.118  0.743  5.068  0.105
H  -4.891  2.051  3.325  0.097
H  -2.394  2.084  3.329  0.108
H  -1.141  0.766  5.035  0.100
H  -3.412  -2.652  9.140  0.100
H  -4.104  -5.028  8.970  0.105
H  -3.702  -6.304  6.863  0.106
H  -2.624  -5.173  4.915  0.108
H  -1.895  -2.798  5.098  0.115
O  1.432  9.162  3.744  -0.275
S  1.371  7.907  4.442  0.703
O  1.440  7.781  5.874  -0.263
C  2.600  6.845  3.702  -0.286
C  3.032  5.739  4.429  -0.054
C  4.032  4.938  3.884  -0.061
C  4.601  5.268  2.648  -0.065
C  4.177  6.407  1.954  -0.068
C  3.183  7.222  2.492  -0.050
N  -0.121  7.064  3.805  -0.164
F  -0.196  5.788  4.554  -0.113
S  -1.573  8.046  4.329  0.705
O  -1.478  9.294  3.624  -0.274
O  -1.744  7.943  5.757  -0.265
C  -2.849  7.104  3.515  -0.286
C  -3.320  7.535  2.273  -0.048
C  -4.352  6.817  1.674  -0.068
C  -4.922  5.723  2.335  -0.066
C  -4.457  5.338  3.599  -0.068
C  -3.422  6.041  4.205  -0.053
H  2.586  5.532  5.401  0.120
H  4.371  4.061  4.442  0.099
H  5.387  4.638  2.228  0.109
H  4.627  6.672  0.993  0.111
H  2.859  8.139  2.000  0.117
H  -2.883  8.416  1.805  0.118
H  -4.719  7.126  0.691  0.111
H  -5.743  5.173  1.870  0.108
H  -4.906  4.496  4.130  0.099
H  -3.053  5.790  5.200  0.122

=====

Record 6
Density functional theory data (ωB97M-V with the def2-TZVPD basis set) for one molecule with the formula C5H8ClOP.

As for the SMILES: C[P@@]1(=O)C=C[C@@H](Cl)C1. Its net charge is 0. For the calculated total energy, the calculation gives -1072.08884 Eh. The largest force on an atom is 4.938 eV Å⁻¹.

Last column: natural (NBO) charge in e.
CARTESIAN COORDINATES (ANGSTROEM)
C  -1.816  0.061  0.576  -0.993
P  -0.650  0.592  -0.741  1.920
O  -1.370  1.306  -1.784  -1.080
C  0.864  1.403  -0.051  -0.535
C  1.841  0.560  0.236  -0.193
C  1.596  -0.887  -0.051  -0.226
Cl  1.146  -1.693  1.458  -0.045
C  0.290  -0.861  -1.154  -0.842
H  -2.744  0.639  0.484  0.265
H  -1.922  -0.959  0.182  0.237
H  -1.334  -0.041  1.545  0.252
H  0.868  2.561  0.209  0.250
H  2.786  0.888  0.592  0.220
H  2.530  -1.375  -0.384  0.234
H  0.721  -0.952  -2.269  0.281
H  -0.274  -1.881  -1.049  0.255

=====

Record 7
Density functional theory data (ωB97M-V with the def2-TZVPD basis set) for one molecule with the formula CH3NO2.

Its net charge is 0. For the calculated total energy, the calculation gives -244.89885 Eh. The largest force on an atom is 4.236 eV Å⁻¹.

Last column: natural (NBO) charge in e.
CARTESIAN COORDINATES (ANGSTROEM)
C  0.815  -0.423  -0.063  -0.245
N  -0.001  0.585  0.010  -0.105
O  -1.805  -0.676  0.004  -0.520
O  -1.284  0.511  -0.055  -0.041
H  0.163  -1.338  -0.199  0.276
H  1.833  -0.306  0.157  0.216
H  0.278  1.647  0.146  0.419